[1]
The following is a DFT calculation (ωB97M-V with the def2-TZVPD basis set) of a molecular structure, C40H28CrF6N3O9P2S2Te.

```
! RIJCOSX wB97M-V def2-TZVPD def2/J DEFGRID3
* xyz -1 5
Cr -0.713 -0.015 1.131
O 0.714 1.258 1.289
C 0.987 2.153 2.177
C 0.784 2.146 3.573
C 1.218 3.329 4.223
C 1.145 3.513 5.578
C 0.586 2.522 6.405
C 0.144 1.365 5.806
C 0.235 1.138 4.436
O -0.203 -0.136 4.124
N 1.665 4.725 6.157
O 1.694 4.812 7.373
O 2.056 5.613 5.418
H 1.459 3.058 1.786
H 1.645 4.124 3.628
H 0.513 2.683 7.468
H -0.292 0.578 6.405
Te -1.412 -2.197 -1.880
C -0.518 -2.896 -3.702
C 0.257 -2.058 -4.497
C 0.861 -2.568 -5.634
N 0.747 -3.835 -6.031
C -0.009 -4.630 -5.279
C -0.656 -4.215 -4.125
C 0.116 -0.628 -1.728
P 0.833 -1.164 -0.148
C 1.272 -2.930 -0.293
C 2.022 -3.363 -1.383
C 2.357 -4.701 -1.500
C 1.954 -5.609 -0.529
C 1.204 -5.177 0.556
C 0.872 -3.836 0.682
C 2.541 -0.561 0.120
C 3.368 0.016 -0.829
C 4.653 0.412 -0.479
C 5.127 0.204 0.806
C 4.313 -0.407 1.753
C 3.025 -0.777 1.413
P -0.894 0.852 -1.239
C -1.951 1.116 -2.725
C -1.493 1.761 -3.870
C -2.315 1.886 -4.981
C -3.604 1.377 -4.958
C -4.078 0.755 -3.813
C -3.260 0.631 -2.701
C 0.228 2.289 -1.412
C 1.352 2.294 -2.227
C 2.121 3.443 -2.352
C 1.763 4.597 -1.672
C 0.636 4.602 -0.860
C -0.126 3.452 -0.731
H 0.386 -1.022 -4.212
H 1.471 -1.933 -6.269
H -0.094 -5.656 -5.622
H -1.254 -4.914 -3.553
H 2.327 -2.648 -2.139
H 2.932 -5.041 -2.353
H 2.238 -6.651 -0.610
H 0.870 -5.888 1.301
H 0.299 -3.487 1.532
H 3.014 0.154 -1.841
H 5.285 0.893 -1.216
H 6.128 0.515 1.076
H 4.674 -0.574 2.760
H 2.375 -1.244 2.147
H -0.493 2.170 -3.900
H -1.947 2.384 -5.870
H -4.243 1.477 -5.827
H -5.088 0.366 -3.781
H -3.644 0.174 -1.800
H 1.608 1.394 -2.772
H 3.002 3.434 -2.983
H 2.356 5.497 -1.779
H 0.354 5.502 -0.327
H -1.006 3.447 -0.096
F -5.738 1.396 1.925
C -4.491 1.770 1.689
F -4.138 1.369 0.460
F -4.443 3.103 1.708
S -3.235 1.053 2.887
O -2.002 1.376 2.171
O -3.444 1.706 4.130
N -3.524 -0.481 2.978
S -3.534 -1.425 1.719
O -2.430 -1.159 0.783
O -4.809 -1.492 1.082
C -3.349 -3.175 2.405
F -3.146 -3.248 3.705
F -4.506 -3.794 2.143
F -2.397 -3.810 1.735
O -0.844 -1.849 2.953
C -0.459 -0.692 2.933
*
```

## Properties
Expectation value of S²: 6.10
HOMO-LUMO gap (alpha / beta) in eV: 5.64 / 6.88
ΔE to the lowest compared entry with this formula, charge and spin in kcal per mole: 40.8
Maximum force in hartree/bohr: 0.037
E_tot in Eh: -5773.20792

[2]
The following is a DFT calculation (ωB97M-V with the def2-TZVPD basis set) of a molecular structure, C40H29MnNO2P2S6Te.

```
! RIJCOSX wB97M-V def2-TZVPD def2/J DEFGRID3
* xyz 0 4
Mn -0.310 0.347 -0.564
Te -1.264 4.253 -0.407
C -2.311 4.835 1.331
C -1.629 5.284 2.457
C -2.349 5.547 3.613
N -3.668 5.404 3.710
C -4.315 4.999 2.622
C -3.691 4.701 1.417
C -0.760 2.385 0.419
P 0.890 1.817 0.704
C 2.017 3.116 0.143
C 2.120 3.408 -1.215
C 2.864 4.494 -1.646
C 3.508 5.306 -0.724
C 3.417 5.017 0.630
C 2.679 3.927 1.063
C 1.327 1.540 2.435
C 2.198 0.495 2.728
C 2.564 0.244 4.042
C 2.053 1.028 5.065
C 1.180 2.069 4.777
C 0.821 2.328 3.465
P -1.874 1.101 0.891
C -1.916 0.857 2.686
C -1.439 -0.324 3.240
C -1.442 -0.498 4.619
C -1.927 0.504 5.443
C -2.403 1.691 4.895
C -2.390 1.868 3.523
C -3.583 1.469 0.425
C -4.629 1.294 1.329
C -5.932 1.584 0.956
C -6.204 2.050 -0.322
C -5.169 2.201 -1.235
C -3.866 1.904 -0.869
H -0.555 5.420 2.441
H -1.837 5.890 4.506
H -5.391 4.889 2.716
H -4.275 4.346 0.577
H 1.622 2.785 -1.947
H 2.938 4.705 -2.705
H 4.081 6.160 -1.059
H 3.925 5.640 1.354
H 2.632 3.707 2.121
H 2.586 -0.129 1.932
H 3.242 -0.570 4.264
H 2.330 0.825 6.091
H 0.772 2.675 5.576
H 0.132 3.133 3.238
H -1.049 -1.109 2.605
H -1.061 -1.418 5.041
H -1.933 0.364 6.516
H -2.781 2.479 5.533
H -2.754 2.797 3.100
H -4.444 0.914 2.323
H -6.735 1.437 1.667
H -7.221 2.281 -0.612
H -5.374 2.543 -2.241
H -3.074 1.994 -1.597
S 5.755 -3.454 -1.204
C 4.345 -2.647 -1.127
S 3.116 -2.988 0.054
C 1.954 -1.791 -0.443
C 2.342 -0.991 -1.527
S 1.381 0.191 -2.232
S 3.917 -1.344 -2.187
S 0.467 -1.699 0.346
O -7.499 -3.799 -0.568
C -6.367 -3.683 0.166
O -6.314 -4.191 1.252
C -5.246 -2.904 -0.433
C -5.185 -2.521 -1.774
C -4.116 -1.791 -2.253
C -3.067 -1.407 -1.407
S -1.776 -0.449 -2.119
C -3.121 -1.824 -0.077
C -4.189 -2.558 0.401
H -7.424 -3.280 -1.377
H -5.956 -2.803 -2.483
H -4.083 -1.503 -3.295
H -2.305 -1.598 0.594
H -4.219 -2.877 1.434
*
```

## Properties
Expectation value of S²: 4.02
HOMO-LUMO gap (alpha / beta) in eV: 6.21 / 5.45
Maximum force in hartree/bohr: 0.012
E_tot in Eh: -6237.77801

[3]
The following is a DFT calculation (ωB97M-V with the def2-TZVPD basis set) of a molecular structure, C40H30IrN7S2.

```
! RIJCOSX wB97M-V def2-TZVPD def2/J DEFGRID3
* xyz 2 1
Ir -0.227 -0.004 -0.042
C -4.282 1.933 5.140
C -3.296 1.199 4.276
C -3.371 -0.181 4.096
C -2.484 -0.844 3.270
C -1.468 -0.164 2.591
N -0.634 -0.846 1.682
C -0.304 -2.189 1.985
C 0.090 -2.527 3.280
C 0.479 -3.810 3.603
C 0.510 -4.818 2.639
C 0.987 -6.205 2.969
C 0.130 -4.485 1.353
C -0.287 -3.194 1.026
N -0.732 -2.962 -0.312
C -1.221 -3.883 -1.160
C -1.258 -3.332 -2.423
C -0.765 -2.045 -2.264
N -0.445 -1.821 -0.985
C -1.392 1.216 2.777
C -2.299 1.880 3.599
N -0.343 1.980 2.192
C 0.216 3.099 2.686
C 1.085 3.598 1.741
C 1.004 2.712 0.676
N 0.134 1.735 0.950
H -4.723 1.270 5.882
H -5.093 2.339 4.533
H -3.812 2.766 5.661
H -4.151 -0.743 4.595
H -2.582 -1.911 3.121
H 0.110 -1.749 4.033
H 0.788 -4.030 4.617
H 0.861 -6.422 4.028
H 2.047 -6.309 2.734
H 0.447 -6.958 2.397
H 0.174 -5.240 0.579
H -1.512 -4.857 -0.809
H -1.598 -3.799 -3.330
H -0.631 -1.275 -3.003
H -2.231 2.956 3.702
H -0.013 3.439 3.681
H 1.704 4.474 1.822
H 1.533 2.725 -0.261
S 3.536 2.473 -5.611
C 5.202 2.166 -5.441
C 5.487 1.510 -4.281
C 4.328 1.250 -3.516
C 3.180 1.716 -4.108
C 1.811 1.627 -3.610
C 1.553 1.001 -2.370
N 0.338 0.893 -1.860
C -0.711 1.382 -2.548
C -0.577 2.015 -3.779
C -1.767 2.492 -4.433
C -2.985 2.314 -3.871
C -3.127 1.643 -2.603
C -4.355 1.415 -1.970
C -4.415 0.759 -0.752
C -3.196 0.333 -0.183
N -2.030 0.540 -0.767
C -1.979 1.189 -1.961
C -5.680 0.508 -0.064
C -6.938 0.850 -0.487
C -7.952 0.456 0.417
C -7.450 -0.180 1.512
S -5.750 -0.298 1.457
C 0.718 2.136 -4.300
H 5.888 2.486 -6.208
H 6.486 1.223 -3.989
H 4.357 0.735 -2.566
H 2.355 0.578 -1.780
H -1.667 2.993 -5.387
H -3.877 2.671 -4.368
H -5.261 1.762 -2.450
H -3.173 -0.180 0.771
H -7.145 1.364 -1.414
H -9.005 0.633 0.261
H -7.992 -0.586 2.350
H 0.853 2.628 -5.256
*
```

## Properties
HOMO-LUMO gap (alpha / beta) in eV: 6.21 / 6.21
ΔE to the lowest compared entry with this formula, charge and spin in kcal per mole: 0.4
Maximum force in hartree/bohr: 0.013
E_tot in Eh: -2825.87521

[4]
The following is a DFT calculation (ωB97M-V with the def2-TZVPD basis set) of a molecular structure, C40H31HfI2N9O8.

```
! RIJCOSX wB97M-V def2-TZVPD def2/J DEFGRID3
* xyz 0 1
Hf -0.078 0.122 -0.013
I -1.795 -4.964 4.659
C -1.798 -3.828 2.907
C -1.314 -4.384 1.735
C -1.243 -3.603 0.591
I -0.626 -4.438 -1.215
C -1.615 -2.257 0.615
O -1.427 -1.418 -0.398
C -2.227 -1.760 1.779
C -2.898 -0.422 1.651
N -2.007 0.736 1.359
C -2.818 1.869 0.907
C -3.034 1.795 -0.582
C -4.074 2.487 -1.185
C -4.273 2.349 -2.547
C -3.447 1.492 -3.255
C -2.429 0.848 -2.576
N -2.200 1.016 -1.273
C -2.296 -2.531 2.924
H -0.981 -5.413 1.709
H -3.483 -0.204 2.550
H -3.589 -0.485 0.806
H -1.516 0.975 2.216
H -2.314 2.794 1.175
H -3.793 1.881 1.407
H -4.725 3.109 -0.583
H -5.071 2.884 -3.044
H -3.580 1.323 -4.314
H -1.764 0.163 -3.086
H -2.733 -2.127 3.828
C -0.842 5.067 -5.385
C -0.476 4.378 -4.099
C -0.473 5.056 -2.882
C -0.207 4.412 -1.692
C 0.085 3.034 -1.618
N 0.260 2.320 -0.451
C 0.557 3.009 0.751
C -0.259 3.964 1.364
C 0.054 4.523 2.594
C 1.198 4.149 3.288
C 1.518 4.699 4.650
C 2.040 3.224 2.683
C 1.740 2.695 1.440
N 2.688 1.830 0.825
C 4.031 1.957 0.795
C 4.528 0.886 0.094
C 3.398 0.138 -0.269
N 2.295 0.723 0.173
C 0.226 2.404 -2.870
C -0.107 3.048 -4.061
N 0.806 1.104 -3.018
C 1.586 0.729 -4.050
C 1.792 -0.629 -3.966
C 1.093 -1.021 -2.825
N 0.505 0.026 -2.254
H -1.847 5.491 -5.334
H -0.814 4.373 -6.224
H -0.154 5.885 -5.605
H -0.700 6.116 -2.861
H -0.210 5.000 -0.789
H -1.160 4.284 0.859
H -0.619 5.254 3.027
H 0.778 5.435 4.960
H 2.498 5.179 4.660
H 1.535 3.900 5.393
H 2.935 2.889 3.194
H 4.521 2.797 1.256
H 5.559 0.671 -0.124
H 3.328 -0.790 -0.817
H -0.071 2.479 -4.982
H 1.949 1.453 -4.757
H 2.387 -1.248 -4.613
H 1.016 -1.987 -2.360
O 0.951 -0.525 4.043
C 0.900 -0.820 2.870
O 0.284 -0.072 1.987
C 1.515 -2.085 2.350
C 1.954 -2.977 3.307
C 2.579 -4.154 2.938
C 2.837 -4.432 1.611
C 2.426 -3.531 0.652
C 1.672 -2.357 0.956
O 1.169 -1.628 0.022
N 2.841 -3.844 -0.716
O 3.021 -2.918 -1.493
O 3.011 -5.010 -1.009
N 3.021 -5.097 3.962
O 3.568 -6.120 3.592
O 2.785 -4.824 5.123
H 1.802 -2.738 4.350
H 3.362 -5.330 1.325
*
```

## Properties
HOMO-LUMO gap in eV: 7.74
ΔE to the lowest compared entry with this formula, charge and spin in kcal per mole: 0.0
Maximum force in hartree/bohr: 0.006
E_tot in Eh: -3281.13344

[5]
The following is a DFT calculation (ωB97M-V with the def2-TZVPD basis set) of a molecular structure, C40H32BN6O6ReS2Se3Te.

```
! RIJCOSX wB97M-V def2-TZVPD def2/J DEFGRID3
* xyz -1 2
Re 0.478 -0.847 0.094
Se -0.845 -0.924 -1.963
Se 0.150 -2.409 -3.465
Te 0.685 -4.468 -2.053
Se 0.531 -3.398 0.219
N 0.484 0.964 0.457
C 0.297 2.144 0.863
C -1.107 2.729 0.732
C -1.890 2.430 1.981
C -2.477 3.371 2.716
C -2.367 4.797 2.391
C -1.763 5.199 1.275
C -1.282 4.210 0.258
C 1.393 2.925 1.502
C 1.105 3.978 2.366
C 2.132 4.684 2.977
C 3.455 4.346 2.733
C 3.746 3.291 1.878
C 2.724 2.584 1.268
H -1.960 1.388 2.262
H -3.040 3.087 3.597
H -2.771 5.518 3.089
H -1.651 6.253 1.052
H -0.380 4.571 -0.241
H 0.078 4.243 2.573
H 1.892 5.499 3.648
H 4.253 4.903 3.207
H 4.775 3.011 1.690
H 2.950 1.759 0.608
S 1.931 -0.890 2.440
C 3.460 -1.353 1.861
N 3.561 -2.396 0.987
C 4.708 -2.744 0.389
C 5.857 -2.092 0.727
C 5.729 -1.098 1.705
N 4.589 -0.737 2.255
H 2.668 -2.830 0.682
H 4.639 -3.530 -0.350
H 6.799 -2.320 0.255
H 6.607 -0.563 2.051
O 3.172 0.424 -1.087
B 2.291 -0.686 -1.050
O 2.880 -1.709 -1.828
C 4.055 -1.228 -2.315
C 4.987 -1.863 -3.104
C 6.138 -1.138 -3.422
C 6.324 0.161 -2.962
C 5.366 0.795 -2.167
C 4.239 0.069 -1.859
H 4.822 -2.872 -3.460
H 6.896 -1.594 -4.045
H 7.224 0.697 -3.233
H 5.497 1.807 -1.807
C -3.495 -2.164 1.448
C -2.339 -1.422 2.051
O -1.386 -1.140 1.344
C -2.379 -1.004 3.474
C -3.491 -1.260 4.275
C -3.513 -0.831 5.592
C -2.427 -0.143 6.115
C -1.318 0.121 5.321
C -1.297 -0.305 4.006
H -3.236 -2.444 0.430
H -4.378 -1.521 1.435
H -3.732 -3.054 2.033
H -4.345 -1.786 3.871
H -4.381 -1.025 6.207
H -2.449 0.195 7.143
H -0.473 0.666 5.721
H -0.448 -0.082 3.374
O -8.154 4.433 -0.627
S -8.625 5.116 0.565
O -8.370 4.408 1.805
O -7.302 6.686 0.704
C -6.152 6.584 0.152
N -5.618 7.697 -0.427
C -4.452 7.547 -1.023
C -3.764 6.342 -1.097
C -4.371 5.267 -0.457
N -5.523 5.391 0.178
C -3.770 3.908 -0.447
C -4.535 2.845 -0.193
C -3.985 1.488 -0.246
N -2.765 1.176 -0.435
C -1.832 2.273 -0.573
C -2.325 3.724 -0.805
H -4.033 8.443 -1.475
H -2.824 6.259 -1.625
H -5.588 2.991 0.015
H -4.684 0.659 -0.128
H -1.083 1.988 -1.313
H -2.152 4.120 -1.808
*
```

## Properties
Expectation value of S²: 0.78
HOMO-LUMO gap (alpha / beta) in eV: 5.96 / 5.48
ΔE to the lowest compared entry with this formula, charge and spin in kcal per mole: 32.1
Maximum force in hartree/bohr: 0.018
E_tot in Eh: -10695.47227